Record 1
{
  "formula": "C21H17N3O3",
  "method": "the ωB97M-V functional and the def2-TZVPD basis",
  "elements": ["O", "O", "O", "N", "N", "N", "C", "C", "C", "C", "C", "C", "C", "C", "C", "C", "C", "C", "C", "C", "C", "C", "C", "C", "C", "C", "C", "H", "H", "H", "H", "H", "H", "H", "H", "H", "H", "H", "H", "H", "H", "H", "H", "H"],
  "xyz": [[2.3475, -1.0523, -1.8931], [-4.6496, -2.2831, -0.0787], [6.2208, -2.2716, 0.7256], [-0.7926, 2.3162, 0.1339], [3.3351, -0.4909, 0.0796], [5.2697, -1.3620, 1.0407], [-3.4269, 1.6541, -0.4858], [-3.7749, -3.3531, 0.2156], [-4.7604, 1.2924, -0.5439], [-5.1325, -0.0288, -0.4047], [4.8066, -2.2552, -0.9758], [5.9451, -2.8000, -0.4697], [2.8774, 2.5264, -0.1527], [1.3056, 0.6113, -0.5412], [1.9496, 4.6243, 0.5835], [0.4714, 2.7652, 0.1713], [2.3680, -0.3808, -0.8881], [1.5913, 1.9506, -0.1647], [-4.1663, -1.0166, -0.1968], [-2.8263, -0.6555, -0.1456], [-1.0415, 1.0854, -0.2484], [4.4183, -1.3386, 0.0401], [-0.0001, 0.1970, -0.6099], [0.6859, 4.1063, 0.5569], [-3.3682, -3.3945, 1.6861], [-2.4519, 0.6793, -0.2960], [3.0489, 3.8332, 0.2155], [3.2687, 0.0708, 0.9175], [3.7298, 1.9383, -0.4605], [-4.2554, -3.4637, 2.3104], [-4.3518, -4.2486, -0.0327], [2.1121, 5.6512, 0.8752], [-0.1784, 4.6978, 0.8142], [-5.5177, 2.0461, -0.6989], [-3.1197, 2.6818, -0.5898], [-2.8227, -2.4965, 1.9665], [-2.7393, -4.2618, 1.8682], [-2.0645, -1.3973, 0.0326], [4.3047, -2.4455, -1.8986], [-6.1672, -0.3297, -0.4485], [-2.8921, -3.3241, -0.4352], [4.0382, 4.2657, 0.2188], [-0.2186, -0.8031, -0.9496], [6.6241, -3.5400, -0.8431]],
  "mulliken_charge": [-0.621, -0.463, -0.143, -0.580, -0.178, -0.565, -0.723, -0.418, -0.600, -0.497, -0.183, -0.591, -0.509, 0.544, -0.541, -0.153, 0.367, 0.646, 0.554, -0.226, 0.457, 0.478, -0.809, -0.452, -1.010, 0.058, -0.746, 0.311, 0.471, 0.315, 0.324, 0.387, 0.484, 0.374, 0.468, 0.314, 0.347, 0.348, 0.439, 0.443, 0.344, 0.410, 0.660, 0.463],
  "homo_energy_ev": -8.4,
  "smiles": "CCOc1cccc(-c2cc(C(=O)Nc3ccon3)c3ccccc3n2)c1",
  "homo_lumo_gap_ha": 0.2939,
  "energy_ha": -1200.41780
}


Record 2
{
  "formula": "C44H75HgN11O16",
  "method": "the ωB97M-V functional and the def2-TZVPD basis",
  "elements": ["Hg", "O", "O", "O", "O", "O", "O", "O", "O", "O", "O", "O", "O", "O", "O", "O", "O", "N", "N", "N", "N", "N", "N", "N", "N", "N", "N", "N", "C", "C", "C", "C", "C", "C", "C", "C", "C", "C", "C", "C", "C", "C", "C", "C", "C", "C", "C", "C", "C", "C", "C", "C", "C", "C", "C", "C", "C", "C", "C", "C", "C", "C", "C", "C", "C", "C", "C", "C", "C", "C", "C", "C", "H", "H", "H", "H", "H", "H", "H", "H", "H", "H", "H", "H", "H", "H", "H", "H", "H", "H", "H", "H", "H", "H", "H", "H", "H", "H", "H", "H", "H", "H", "H", "H", "H", "H", "H", "H", "H", "H", "H", "H", "H", "H", "H", "H", "H", "H", "H", "H", "H", "H", "H", "H", "H", "H", "H", "H", "H", "H", "H", "H", "H", "H", "H", "H", "H", "H", "H", "H", "H", "H", "H", "H", "H", "H", "H"],
  "xyz": [[0.0111, -0.0426, 0.0355], [1.8321, -2.9296, -5.3002], [-1.9059, -0.0355, 5.0772], [1.9893, 0.8108, -0.6444], [-2.1250, 0.1790, 1.0092], [0.2908, 1.7761, 1.3425], [-0.7689, -1.4794, -1.7812], [3.7492, 4.9731, 3.5916], [-1.0193, 1.5166, -1.3785], [6.9560, -1.0908, -0.3261], [2.3808, -1.6070, 5.4169], [-4.8490, 0.3928, -1.3252], [-1.5510, 5.1366, 0.6802], [4.8097, 4.5390, 5.4735], [-7.0281, 0.0454, -1.6376], [2.6522, -2.0855, -7.1738], [0.4697, -2.0777, 1.0436], [3.2690, -3.1692, 3.8945], [0.3978, 2.5027, 3.5563], [-2.0472, 2.6376, -3.0822], [2.3996, 1.7392, -2.6986], [-5.8057, -0.2172, -1.7517], [-3.5749, -1.2368, 1.9732], [-1.1953, -2.0851, 5.3044], [-3.5631, 5.3206, -0.2835], [4.3694, 4.2184, 4.3415], [5.2768, -2.5832, -0.9512], [1.8553, -2.1480, -6.2419], [0.7354, -1.2082, -6.3630], [-1.1655, -0.0482, -5.5276], [4.9755, 1.8841, 4.7808], [-4.1982, -1.9260, -2.6435], [2.8977, 2.8367, -3.5716], [4.8061, -3.9810, -0.9428], [-4.7319, -3.2663, -4.4849], [-1.9036, 1.6247, -2.1994], [6.5620, -2.2406, -0.5939], [4.2369, 2.4891, 2.5556], [-0.1586, 0.7705, -7.5750], [-1.0569, -3.3704, 4.5927], [0.1573, 2.6502, 2.2097], [-4.6492, -1.4549, 2.9466], [0.4153, 3.7145, 4.4105], [4.1461, -1.5374, -1.0054], [-0.2894, -1.0922, -5.3748], [0.8127, -0.2315, -7.4752], [4.5084, 2.8161, 3.8700], [4.6614, 0.1996, 3.1570], [-6.0764, -2.8219, -4.4816], [-3.2422, 2.6226, -3.9213], [-1.2628, 3.8904, -2.9842], [5.0872, 0.5807, 4.3695], [-1.1521, 0.8180, -6.6236], [-5.4460, -1.2951, -2.6739], [-2.4284, 5.8638, 0.1577], [2.4037, -2.2154, 4.3340], [4.5008, -3.6633, 4.5650], [-3.8399, 3.8909, -0.1848], [2.9145, -3.9540, 2.7007], [-4.4921, 6.0072, -1.1383], [-3.8227, -2.9030, -3.5392], [-1.5346, -1.0139, 4.5380], [-1.3728, -2.2001, 6.7713], [0.7816, 1.2382, 4.0636], [4.2646, 1.1485, 2.2361], [-2.9088, -2.4288, 1.5126], [-3.1713, -0.0472, 1.5857], [2.4767, 1.7372, -1.3437], [-0.1363, -2.6850, -1.4543], [0.5221, -3.0391, -0.0174], [-6.3810, -1.8177, -3.5600], [1.8830, 0.6305, -3.5132], [-2.1934, -2.8549, 2.2160], [-3.7659, 3.5785, -3.9348], [1.0438, 4.4600, 3.9233], [-5.4829, 5.6488, -0.8592], [1.9991, -3.5988, 2.2274], [1.5399, -2.1822, 3.6520], [-3.9766, 0.6600, 1.8377], [7.1758, -3.1544, -0.6161], [0.4425, -2.9841, -2.3281], [-4.5374, -4.0693, -5.1804], [1.3391, -0.0542, -2.8625], [-2.6061, 0.8097, -2.4330], [-3.5496, -1.6647, -1.8205], [4.5003, -4.7275, 4.8010], [5.6156, -4.7109, -0.9427], [2.9456, 2.6153, -0.8733], [-0.3390, 3.7667, -2.4190], [-4.2190, -1.5558, 3.9430], [-0.8517, -3.2859, 3.5255], [0.7927, 3.4789, 5.4055], [4.1245, -4.2078, -0.1231], [-1.9424, -3.9678, 4.8093], [4.8338, -0.7472, 2.6668], [-3.5693, -3.2935, 1.4482], [3.5036, -1.5393, -0.1249], [2.7815, -5.0053, 2.9558], [-4.5418, 7.0959, -1.1196], [4.5172, -0.5209, -1.1360], [-2.4342, -2.3802, 6.9423], [-3.8365, 1.7456, -3.6648], [-2.4849, -2.2819, 0.5192], [-0.5448, 4.2245, 4.4896], [-0.8815, -3.4298, -1.7339], [-1.7171, 4.6453, -2.3424], [-5.1339, -2.4147, 2.7678], [-1.5188, -1.1915, 3.4515], [-3.0001, 2.5056, -4.9776], [2.6560, 0.1858, -4.1401], [-0.4052, -1.8046, -4.5714], [0.2601, 0.8985, 4.9585], [-0.7793, -2.9716, 7.2619], [2.8401, 2.6559, -4.6450], [-0.3091, 1.4608, -8.3918], [1.6687, -0.2461, -8.1335], [5.3344, 2.0923, 5.7779], [3.8722, 3.2600, 1.8929], [-1.9957, 0.0711, -4.8472], [5.4355, -0.1536, 5.0808], [-2.0193, 1.4568, -6.7035], [-4.7962, 3.6166, 0.2604], [-1.1106, -1.3022, 7.3309], [5.3451, -3.4263, 3.9177], [3.5086, -1.7638, -1.8600], [0.1821, -3.9968, 0.3769], [-3.0965, 3.2608, 0.3036], [-0.2082, 3.6441, 1.9087], [0.8054, 0.3668, 3.4091], [1.1857, 0.9384, -4.2924], [4.0079, 0.8385, 1.2339], [2.3105, 3.7030, -3.2671], [-5.4699, -0.7418, 2.8693], [-2.8316, -3.3205, -3.4401], [-2.3876, 6.9532, 0.0040], [3.7159, -3.7955, 1.9790], [-6.8329, -3.1983, -5.1543], [-0.1597, -3.8986, 4.9154], [-7.3293, -1.3036, -3.5064], [-1.2074, 4.3420, -3.9747], [4.6330, -3.1355, 5.5094], [4.3086, -4.2145, -1.8842], [1.8244, 1.3992, 4.3368], [-3.7913, 3.4460, -1.1787], [1.5694, -3.2302, -0.2511], [-4.3301, 5.6089, -2.1400], [3.9646, 2.9196, -3.3644]],
  "mulliken_charge": [4.028, -0.586, -0.687, -0.227, -0.668, -0.384, -0.823, -0.595, -1.085, -0.589, -0.720, -0.471, -0.562, -0.600, -0.604, -0.641, 0.335, 0.215, 0.561, 0.886, 0.578, 1.002, 0.223, 0.531, 0.235, 1.034, 0.226, 1.082, -0.083, 0.245, -0.481, 0.896, -1.188, -0.751, -0.405, -0.056, 0.100, -0.393, -0.647, -0.866, -1.048, -1.050, -1.200, -0.724, -0.068, -0.647, -0.091, -0.544, -0.823, -0.828, -0.538, -0.374, -0.683, -0.434, 0.048, 0.690, -1.057, -0.457, -0.664, -0.780, -0.437, 0.402, -1.095, -0.724, 0.229, 0.117, -0.498, -0.648, -1.127, -0.919, -0.362, -1.046, -0.387, 0.344, 0.397, 0.299, -0.311, -0.131, 0.246, 0.292, 0.331, 0.407, -0.011, -0.295, -0.076, 0.311, 0.368, 0.387, -0.075, 0.277, -0.091, 0.405, 0.176, 0.348, 0.508, 0.616, 0.017, 0.267, 0.338, 0.346, 0.366, 0.310, -0.354, 0.309, 0.331, -0.055, 0.343, -0.068, 0.074, 0.455, 0.329, 0.503, 0.327, 0.338, 0.411, 0.476, 0.461, 0.398, 0.370, 0.337, 0.426, 0.404, 0.285, 0.327, 0.233, 0.552, -0.081, 0.584, -0.236, 0.525, 0.023, 0.352, 0.383, 0.427, 0.272, 0.399, 0.414, 0.366, 0.452, 0.521, 0.351, 0.310, 0.340, 0.057, 0.048, 0.225, 0.397],
  "homo_energy_ev": -6.6,
  "homo_lumo_gap_ha": 0.2138,
  "energy_ha": -3680.67023
}


Record 3
{
  "formula": "C3H7ClSi",
  "method": "the ωB97M-V functional and the def2-TZVPD basis",
  "elements": ["Cl", "Si", "C", "C", "C", "H", "H", "H", "H", "H", "H", "H"],
  "xyz": [[-2.6932, 1.3583, 0.0185], [3.2910, 1.3578, 0.0896], [-1.3858, -1.0449, 0.6283], [-0.4812, -0.3229, -0.3276], [-1.9632, -0.1728, -0.4386], [0.0269, -0.8885, -1.0929], [-1.4280, -0.6929, 1.6467], [4.2688, 1.1364, 1.1852], [-2.4913, -0.6168, -1.2705], [-1.5100, -2.1127, 0.5285], [0.0898, 0.5126, 0.0484], [4.2763, 1.4865, -1.0157]],
  "mulliken_charge": [-0.226, 0.160, -0.555, -0.447, 0.017, 0.224, 0.249, -0.064, 0.336, 0.219, 0.151, -0.064],
  "homo_energy_ev": -8.8,
  "homo_lumo_gap_ha": 0.2812,
  "energy_ha": -868.05400
}


Record 4
{
  "formula": "C6H8N2",
  "method": "the ωB97M-V functional and the def2-TZVPD basis",
  "elements": ["N", "N", "C", "C", "C", "C", "C", "C", "H", "H", "H", "H", "H", "H", "H", "H"],
  "xyz": [[0.8424, 0.7201, -0.3766], [-1.8576, -1.6209, -0.5468], [-0.5430, 1.4433, 1.0186], [0.5598, -1.2958, -1.0486], [-0.4236, 0.4548, -0.0694], [1.5383, -0.3435, -0.8067], [0.9107, 1.3604, 1.0195], [-0.6376, -0.9477, -0.3647], [-1.0134, 1.2375, 1.9012], [-2.1033, -2.5228, -1.1267], [1.8591, 2.3380, 1.2178], [-2.7426, -1.2951, -0.2926], [1.2492, 0.3386, 1.9145], [-0.9852, 2.4274, 0.7936], [0.8261, -2.1605, -1.7760], [2.5207, -0.1337, -1.4572]],
  "mulliken_charge": [0.071, -0.498, -0.441, -0.288, 0.086, -0.486, -0.503, 0.238, 0.306, 0.184, 0.254, 0.173, 0.197, 0.206, 0.262, 0.241],
  "homo_energy_ev": -7.2,
  "homo_lumo_gap_ha": 0.3036,
  "energy_ha": -342.73810
}